# 1
{
  "formula": "C5H7I",
  "method": "wB97M-V/def2-TZVPD",
  "gap_ha": [0.2536, 0.2515],
  "de_lowest_kcal_mol": 124.5,
  "symbols": ["C", "C", "C", "C", "C", "I", "H", "H", "H", "H", "H", "H", "H"],
  "coordinates": [[1.073, 0.070, -1.331], [0.185, 0.649, -0.780], [2.324, -0.337, -1.935], [-1.447, 0.477, 2.025], [-1.863, -0.035, 0.758], [-1.710, -2.035, 0.329], [2.983, -0.911, -1.177], [1.932, -0.953, -2.656], [2.882, 0.451, -2.412], [-1.494, 1.561, 1.928], [-2.065, 0.239, 2.798], [-0.258, 0.301, 2.294], [-2.540, 0.524, 0.158]]
}

***

# 2
{
  "formula": "C3H6N2O2",
  "method": "wB97M-V/def2-TZVPD",
  "gap_ha": 0.3568,
  "de_lowest_kcal_mol": 113.8,
  "symbols": ["C", "C", "C", "N", "N", "O", "O", "H", "H", "H", "H", "H", "H"],
  "coordinates": [[0.074, -0.664, 0.088], [-1.622, -0.942, -1.926], [1.388, 1.002, 1.399], [-0.981, -1.570, -2.714], [0.219, 0.366, 0.818], [-0.921, 1.111, 1.161], [-2.430, -0.290, -1.411], [1.055, -1.124, -0.102], [1.690, 1.850, 0.777], [2.202, 0.284, 1.455], [1.134, 1.363, 2.395], [-1.661, 0.717, 0.670], [-0.147, -2.102, -2.610]]
}

***

# 3
{
  "formula": "C3H3BrO2",
  "method": "wB97M-V/def2-TZVPD",
  "gap_ha": [0.2133, 0.3620],
  "de_lowest_kcal_mol": 132.5,
  "symbols": ["C", "C", "C", "O", "O", "Br", "H", "H", "H"],
  "coordinates": [[-0.540, 2.482, 0.149], [0.252, -1.871, 0.094], [-0.039, -0.389, -0.197], [-1.272, 2.887, -0.663], [0.037, -1.350, -1.195], [1.579, 0.768, -0.197], [-0.875, 2.176, 1.142], [1.394, -2.114, 0.331], [-0.537, -2.590, 0.536]]
}

***

# 4
{
  "formula": "C14H31Br3N2O5",
  "method": "wB97M-V/def2-TZVPD",
  "gap_ha": 0.3085,
  "symbols": ["N", "C", "C", "C", "C", "H", "H", "H", "H", "H", "N", "C", "C", "C", "C", "H", "H", "H", "H", "H", "C", "O", "H", "H", "H", "H", "C", "O", "H", "H", "H", "H", "C", "O", "H", "H", "H", "H", "C", "O", "H", "H", "H", "H", "C", "O", "H", "H", "H", "H", "C", "Br", "Br", "Br", "H"],
  "coordinates": [[9.386, 9.708, 9.521], [8.294, 9.414, 8.824], [8.336, 8.098, 8.374], [9.631, 7.629, 8.765], [10.202, 8.614, 9.516], [9.636, 10.624, 9.894], [7.509, 10.151, 8.617], [7.599, 7.562, 7.800], [10.004, 6.622, 8.663], [11.199, 8.648, 9.937], [10.942, 10.613, 12.215], [11.954, 11.166, 11.490], [11.696, 12.507, 11.355], [10.474, 12.748, 12.078], [10.017, 11.586, 12.627], [10.766, 9.623, 12.404], [12.647, 10.400, 11.135], [12.320, 13.222, 10.813], [9.987, 13.705, 12.275], [9.110, 11.387, 13.186], [9.167, 14.376, 8.987], [9.622, 13.054, 9.204], [9.836, 15.112, 9.483], [9.154, 14.650, 7.950], [8.188, 14.581, 9.427], [9.978, 12.985, 10.099], [12.149, 13.158, 6.741], [12.176, 13.297, 8.144], [13.015, 13.621, 6.293], [11.999, 12.126, 6.384], [11.308, 13.735, 6.293], [11.313, 12.948, 8.434], [5.018, 10.309, 7.621], [5.116, 8.947, 7.965], [4.728, 10.821, 8.565], [5.949, 10.786, 7.225], [4.221, 10.499, 6.885], [5.361, 8.433, 7.190], [8.796, 7.031, 12.419], [9.802, 7.871, 12.935], [9.175, 6.006, 12.459], [7.785, 7.074, 12.872], [8.643, 7.248, 11.381], [10.066, 7.589, 13.828], [5.754, 6.002, 9.853], [4.978, 7.169, 9.742], [6.255, 5.807, 8.926], [6.574, 6.152, 10.612], [5.113, 5.172, 10.142], [5.514, 7.886, 9.377], [12.054, 7.323, 6.736], [12.877, 8.614, 5.576], [13.179, 6.643, 8.196], [11.207, 5.783, 5.852], [11.232, 7.881, 7.184]]
}

***

# 5
{
  "formula": "C30H73N5O2",
  "method": "wB97M-V/def2-TZVPD",
  "gap_ha": 0.3105,
  "symbols": ["C", "C", "C", "C", "N", "C", "O", "C", "O", "H", "H", "H", "H", "H", "H", "H", "H", "H", "H", "H", "H", "H", "C", "C", "N", "C", "C", "C", "C", "H", "H", "H", "H", "H", "H", "H", "H", "H", "H", "H", "H", "H", "H", "H", "C", "C", "N", "C", "C", "C", "C", "H", "H", "H", "H", "H", "H", "H", "H", "H", "H", "H", "H", "H", "H", "H", "C", "C", "N", "C", "C", "C", "C", "H", "H", "H", "H", "H", "H", "H", "H", "H", "H", "H", "H", "H", "H", "H", "C", "C", "N", "C", "C", "C", "C", "H", "H", "H", "H", "H", "H", "H", "H", "H", "H", "H", "H", "H", "H", "H"],
  "coordinates": [[-1.687, -1.504, 3.005], [-0.187, -1.716, 2.893], [0.432, -1.089, 1.660], [1.949, -1.367, 1.568], [2.743, -0.138, 1.455], [3.039, 0.473, 2.727], [1.862, 1.079, 3.274], [1.890, 2.442, 3.288], [1.466, 3.126, 2.382], [-2.255, -2.011, 2.227], [-1.914, -0.443, 2.934], [-2.047, -1.881, 3.958], [0.038, -2.784, 2.879], [0.283, -1.325, 3.795], [-0.038, -1.496, 0.766], [0.285, -0.014, 1.643], [2.239, -1.950, 2.449], [2.161, -1.963, 0.686], [3.641, -0.385, 1.056], [3.800, 1.231, 2.550], [3.402, -0.243, 3.467], [2.313, 2.868, 4.208], [-4.564, -8.511, 0.867], [-3.288, -7.698, 0.710], [-3.504, -6.413, 0.075], [-2.274, -5.753, -0.326], [-1.304, -5.317, 0.779], [-4.501, -5.561, 0.700], [-4.286, -5.168, 2.168], [-5.063, -8.640, -0.094], [-4.323, -9.499, 1.262], [-5.266, -8.048, 1.561], [-2.598, -8.262, 0.077], [-2.802, -7.610, 1.695], [-2.535, -4.883, -0.934], [-1.744, -6.432, -1.001], [-1.660, -4.434, 1.308], [-0.339, -5.056, 0.338], [-1.124, -6.108, 1.508], [-5.471, -6.055, 0.613], [-4.593, -4.655, 0.096], [-3.972, -6.015, 2.780], [-5.220, -4.792, 2.590], [-3.546, -4.378, 2.280], [1.397, 7.412, 9.484], [2.089, 7.278, 8.136], [2.152, 5.909, 7.658], [3.043, 5.735, 6.527], [2.686, 6.430, 5.206], [0.881, 5.210, 7.581], [-0.225, 5.817, 6.707], [1.869, 6.771, 10.228], [1.466, 8.444, 9.829], [0.338, 7.158, 9.431], [3.117, 7.633, 8.242], [1.599, 7.956, 7.418], [3.153, 4.661, 6.346], [4.034, 6.080, 6.838], [1.862, 5.935, 4.694], [3.545, 6.401, 4.533], [2.423, 7.478, 5.350], [0.495, 5.103, 8.598], [1.083, 4.188, 7.249], [-0.317, 6.894, 6.854], [-1.186, 5.370, 6.969], [-0.062, 5.632, 5.647], [3.667, 0.902, -2.347], [2.628, 1.550, -3.250], [1.268, 1.309, -2.811], [0.271, 1.672, -3.799], [0.134, 3.151, -4.186], [0.982, 1.688, -1.435], [1.202, 3.149, -1.023], [3.480, -0.169, -2.248], [4.662, 1.037, -2.775], [3.676, 1.345, -1.351], [2.730, 1.123, -4.252], [2.862, 2.622, -3.344], [-0.700, 1.305, -3.456], [0.493, 1.102, -4.708], [-0.363, 3.731, -3.410], [-0.472, 3.238, -5.090], [1.100, 3.612, -4.395], [1.583, 1.055, -0.779], [-0.052, 1.406, -1.218], [2.138, 3.554, -1.415], [1.248, 3.212, 0.063], [0.389, 3.796, -1.350], [-1.606, -2.683, -10.070], [-0.483, -2.318, -9.110], [-0.688, -1.044, -8.449], [0.491, -0.558, -7.755], [1.014, -1.366, -6.561], [-1.946, -0.896, -7.740], [-2.270, -1.904, -6.628], [-1.761, -1.893, -10.805], [-1.349, -3.599, -10.603], [-2.548, -2.863, -9.552], [0.445, -2.242, -9.683], [-0.341, -3.148, -8.400], [0.295, 0.468, -7.430], [1.294, -0.481, -8.495], [0.387, -1.242, -5.680], [2.013, -1.015, -6.292], [1.094, -2.430, -6.783], [-2.753, -0.928, -8.476], [-1.981, 0.116, -7.329], [-2.044, -2.928, -6.926], [-3.336, -1.862, -6.393], [-1.730, -1.690, -5.707]]
}

***

# 6
{
  "formula": "C20H21FN2O5S",
  "method": "wB97M-V/def2-TZVPD",
  "gap_ha": 0.3228,
  "de_lowest_kcal_mol": 31.2,
  "symbols": ["O", "C", "N", "C", "C", "C", "C", "C", "C", "C", "O", "C", "O", "C", "C", "C", "N", "S", "O", "O", "C", "C", "C", "C", "F", "C", "C", "C", "C", "H", "H", "H", "H", "H", "H", "H", "H", "H", "H", "H", "H", "H", "H", "H", "H", "H", "H", "H", "H", "H"],
  "coordinates": [[-0.313, -0.272, -0.035], [0.091, 0.873, -0.068], [1.187, 1.240, -0.764], [2.025, 0.279, -1.458], [3.321, 0.057, -0.720], [3.307, -0.639, 0.480], [4.465, -0.844, 1.225], [5.632, -0.327, 0.718], [5.654, 0.377, -0.487], [4.513, 0.587, -1.221], [6.934, 0.781, -0.756], [7.723, 0.297, 0.310], [6.899, -0.382, 1.233], [-0.627, 2.041, 0.618], [-1.582, 1.508, 1.700], [-3.008, 2.027, 1.513], [-3.517, 1.787, 0.184], [-4.532, 0.490, -0.038], [-5.381, 0.415, 1.115], [-5.125, 0.654, -1.332], [-3.485, -0.968, -0.083], [-2.996, -1.413, -1.296], [-2.116, -2.481, -1.326], [-1.754, -3.072, -0.129], [-0.893, -4.106, -0.150], [-2.262, -2.653, 1.090], [-3.136, -1.581, 1.106], [-2.608, 2.034, -0.919], [-1.396, 2.831, -0.455], [1.543, 2.179, -0.679], [1.448, -0.648, -1.502], [2.217, 0.639, -2.472], [2.370, -1.034, 0.841], [4.453, -1.389, 2.153], [4.544, 1.130, -2.152], [8.222, 1.141, 0.812], [8.487, -0.395, -0.081], [0.131, 2.695, 1.061], [-1.589, 0.418, 1.629], [-1.229, 1.783, 2.694], [-3.050, 3.104, 1.714], [-3.698, 1.533, 2.197], [-3.326, -0.929, -2.201], [-1.705, -2.848, -2.253], [-1.963, -3.154, 1.997], [-3.565, -1.220, 2.027], [-3.159, 2.572, -1.696], [-2.266, 1.081, -1.343], [-1.720, 3.789, -0.048], [-0.751, 3.028, -1.313]]
}